Below is 5 unconnected molecules or ions with the total composition C39H87BrF14N14O8P5 at a distorted geometry, with properties calculated with wB97M-V/def2-TZVPD.

The geometry in XYZ format:
```
168
Properties=species:S:1:pos:R:3:forces:R:3
N 1.534408 0.915054 3.236764 -1.4 0.2 -0.8
P 1.771475 -0.104617 1.830445 2.6 -0.3 -0.1
O 1.500578 0.932321 0.495499 -1.0 -0.5 0.5
C 0.457624 -1.518607 1.796917 0.5 -0.4 1.3
C -0.093848 -1.836411 3.262106 -0.6 0.5 -0.1
C -1.580415 -2.295633 3.336037 -0.5 0.0 0.8
C -1.879718 -3.777429 3.007100 1.0 1.7 0.8
F -1.776953 -3.958816 1.664309 -0.3 -0.8 0.5
F -0.979513 -4.526470 3.706057 -0.4 -0.1 -0.9
C -3.300427 -4.254090 3.500279 0.0 -1.0 0.1
F -3.979081 -3.321255 4.224619 0.4 0.1 -0.5
F -3.138138 -5.312418 4.343226 -0.1 0.3 -0.5
C -4.282277 -4.754758 2.390625 -0.8 -0.6 0.4
F -3.805348 -5.796108 1.685892 0.4 0.8 -0.1
F -5.353688 -5.282557 3.069047 0.3 0.3 -0.2
C -4.898011 -3.627268 1.476186 -1.5 0.0 0.6
F -5.301449 -4.112437 0.300628 0.8 0.1 0.1
F -4.142831 -2.543108 1.350842 0.3 -0.4 -0.4
F -6.039695 -3.211434 2.084625 0.4 0.1 0.0
C 1.409843 -2.764296 1.512150 4.0 -1.6 -2.8
O 1.083768 -3.933806 1.758469 -1.8 0.6 1.0
O 2.572502 -2.588552 0.922553 -2.7 1.5 1.0
N -0.551096 -1.429107 0.757422 -0.4 -0.4 0.5
C -1.381739 -0.246157 0.614254 0.0 0.5 -0.4
C -1.527759 0.747469 1.790774 -0.8 1.0 -0.5
C -2.835007 1.601167 1.505702 1.1 -0.7 0.9
C -2.696586 2.558113 0.307546 -1.3 0.0 0.5
F -1.440742 2.999994 0.080821 -0.3 -0.3 0.3
F -3.441314 3.686473 0.624499 0.3 -0.4 -0.3
C -3.281440 2.022088 -1.075149 0.1 1.2 -0.1
F -2.276825 1.976529 -1.955425 -0.5 -0.5 0.0
F -3.910388 0.853174 -0.996310 0.4 0.0 0.0
F -4.201073 2.900169 -1.555296 0.4 -0.3 0.1
C -0.258545 -2.154946 -0.466899 -0.8 -0.6 -1.0
C -1.260446 -1.834169 -1.637967 1.1 0.0 1.8
O -0.988214 -1.007149 -2.413311 -0.1 1.1 -1.6
Br -2.955158 -2.794753 -1.864357 0.1 -0.2 0.4
H 0.560610 1.025116 3.532902 0.2 0.2 0.0
H 1.855204 1.844875 2.950407 0.1 -0.3 0.3
H 2.073781 0.634109 -0.228140 0.0 0.0 0.5
H -0.032347 -0.939262 3.920592 -0.1 -0.4 -0.5
H 0.539375 -2.588563 3.774775 -0.3 0.3 -0.5
H -1.888874 -2.150605 4.397976 0.2 -0.2 -0.6
H -2.282848 -1.672006 2.749788 0.5 -0.3 0.1
H -2.422026 -0.577648 0.367794 0.7 0.1 0.0
H -0.988906 0.372257 -0.233686 -0.5 -0.3 0.4
H -0.713299 1.499870 1.821861 -0.2 -0.8 0.0
H -1.677135 0.320328 2.795552 0.2 -0.1 -0.5
H -3.677877 0.891237 1.425810 0.2 0.6 -0.4
H -3.024903 2.211990 2.411578 0.1 -0.1 -0.7
H 0.729197 -1.859874 -0.889474 -0.6 -0.4 0.1
H -0.338283 -3.260281 -0.362997 0.5 0.7 0.5
O -2.962865 -3.291023 -7.384940 -2.8 0.2 -2.3
P -2.797151 -1.868119 -7.916386 5.5 0.8 4.2
N -1.180106 -2.081700 -8.499859 0.8 0.3 -0.4
C -0.131076 -2.564103 -7.611519 -0.1 -0.1 0.4
C -1.154378 -2.873435 -9.725223 -0.3 0.2 -0.1
N -2.905853 -1.070656 -6.409236 -1.1 -0.1 0.6
C -1.806313 -0.428849 -5.720125 0.1 0.6 -0.4
C -3.831133 -1.642501 -5.436007 0.1 -0.6 -0.1
N -2.833444 -0.234633 -8.664076 -1.9 -0.7 -1.9
C -4.041834 -0.046243 -9.478234 -0.2 0.2 0.4
C -1.708824 0.416935 -9.317938 0.5 -0.4 -0.4
H 0.816606 -2.635574 -8.153267 -0.2 0.0 -0.2
H -0.352393 -3.547779 -7.183965 0.0 0.0 0.0
H 0.057765 -1.865950 -6.798854 -0.2 0.0 0.1
H -1.903122 -2.503860 -10.436473 0.0 0.0 0.0
H -1.369413 -3.931486 -9.532376 0.0 0.0 0.0
H -0.181865 -2.794122 -10.218200 0.0 0.0 0.1
H -1.208408 -1.150184 -5.152366 0.0 0.0 0.0
H -2.181988 0.316998 -5.014363 -0.1 -0.1 0.0
H -1.149489 0.113782 -6.402481 0.0 -0.1 -0.1
H -3.381522 -2.486142 -4.900490 -0.1 0.0 0.1
H -4.739300 -1.995154 -5.925360 0.1 -0.1 0.0
H -4.137703 -0.892877 -4.701926 0.2 0.1 -0.1
H -3.991193 -0.616296 -10.412938 -0.1 0.1 -0.1
H -4.199241 1.008111 -9.717445 0.1 0.0 0.0
H -4.923890 -0.382865 -8.922617 0.0 -0.1 0.0
H -1.461789 -0.031991 -10.287818 0.1 0.1 0.0
H -0.817249 0.415124 -8.696724 -0.1 -0.2 0.0
H -1.954437 1.470364 -9.491664 -0.4 -0.1 0.0
O -8.297373 7.113511 -0.205535 -3.3 -0.6 -1.4
P -7.985582 7.261986 -1.692918 6.5 1.4 1.7
N -6.693805 6.115314 -1.729079 0.6 -0.4 -0.4
C -5.560704 6.230517 -0.824615 0.2 0.4 0.4
C -7.192213 4.743630 -1.657229 -0.4 0.0 -0.4
N -7.478917 8.898919 -1.627234 -0.8 1.0 0.4
C -6.118578 9.357638 -1.782503 0.1 -0.1 -0.7
C -8.188487 9.759132 -0.687884 0.0 -0.3 0.4
N -7.881638 7.412125 -3.479208 -2.5 -1.1 -0.4
C -9.202756 7.265919 -4.106324 -0.1 0.5 0.0
C -6.878510 6.774656 -4.319868 0.3 -0.6 0.2
H -4.855996 5.414931 -1.003118 -0.2 -0.1 -0.1
H -5.853193 6.199891 0.230457 0.0 0.0 0.0
H -4.989519 7.140504 -1.000531 -0.2 0.1 0.0
H -8.017797 4.596140 -2.364625 0.0 0.0 0.0
H -7.562508 4.498405 -0.654896 0.0 0.0 0.0
H -6.412582 4.029723 -1.928454 0.1 0.1 0.0
H -5.553677 9.275960 -0.845174 0.0 0.0 0.0
H -6.103647 10.408205 -2.089356 -0.1 0.0 0.1
H -5.584187 8.814347 -2.562821 -0.1 -0.2 0.1
H -7.801704 9.651538 0.333841 -0.1 0.1 0.1
H -9.251943 9.522895 -0.673521 0.1 -0.1 0.1
H -8.100134 10.808754 -0.982006 0.2 -0.1 -0.2
H -9.547039 6.226204 -4.082415 -0.1 0.0 -0.2
H -9.190117 7.608497 -5.143585 0.1 0.0 0.0
H -9.939268 7.879736 -3.576075 0.0 0.0 0.1
H -7.023856 5.691908 -4.409101 0.1 0.0 -0.1
H -5.868360 6.961431 -3.965386 -0.1 -0.1 0.2
H -6.929669 7.201685 -5.327528 -0.4 0.1 0.1
O 5.569320 1.178671 1.036720 0.0 3.7 -0.7
P 7.000738 1.500577 1.444421 0.8 -6.8 1.7
N 7.752174 0.362772 0.378316 0.8 -0.4 -0.3
C 7.368066 -1.044993 0.408994 -0.4 -0.2 0.2
C 7.720322 0.825007 -1.005260 0.1 0.4 0.1
N 6.869749 0.959445 3.064103 -0.8 0.6 0.8
C 7.483120 -0.232386 3.599111 0.7 0.2 0.0
C 5.586626 1.196815 3.723631 -0.4 -0.3 -0.4
N 8.623516 2.131208 1.892343 -0.4 2.5 -1.1
C 8.673374 3.596012 1.793595 -0.1 0.1 0.4
C 9.892913 1.577548 1.447960 0.1 -0.3 -0.6
H 7.945509 -1.607527 -0.330684 0.0 0.2 -0.1
H 6.304916 -1.203642 0.201490 0.0 0.0 0.0
H 7.607376 -1.504217 1.365816 -0.1 0.1 0.1
H 8.049891 1.869570 -1.068535 0.0 0.0 0.0
H 6.712100 0.765525 -1.432132 0.0 0.0 0.0
H 8.402723 0.238476 -1.626198 0.0 -0.1 0.1
H 6.884738 -1.127193 3.383535 0.0 0.0 0.0
H 7.583923 -0.153399 4.686752 -0.1 0.1 0.0
H 8.494665 -0.385775 3.218857 0.0 0.0 -0.2
H 4.845819 0.431478 3.460622 -0.1 0.1 0.0
H 5.182022 2.169370 3.443859 0.0 -0.1 -0.1
H 5.706354 1.203211 4.810845 0.2 -0.1 0.0
H 8.687148 3.929699 0.749499 0.1 0.2 0.0
H 9.552022 3.999140 2.303173 0.0 -0.1 0.0
H 7.794201 4.034211 2.278284 0.0 -0.1 -0.1
H 10.096944 1.776617 0.388629 0.1 -0.1 0.0
H 9.954025 0.505872 1.618113 -0.2 0.0 -0.1
H 10.705208 2.023706 2.032916 -0.3 0.3 0.1
O 2.956413 -3.520120 6.307303 2.0 2.9 0.3
P 4.340361 -4.125912 6.085379 -3.1 -6.1 -0.7
N 3.962679 -4.942294 4.617595 0.2 -0.5 -0.3
C 2.838824 -5.868610 4.547201 -0.3 -0.1 0.4
C 3.866188 -4.005978 3.492669 0.6 0.3 0.0
N 4.336799 -5.130534 7.480272 -0.1 0.4 1.3
C 4.226564 -6.568768 7.470811 0.6 -0.2 -0.2
C 3.681746 -4.591298 8.664608 -0.4 0.2 -0.3
N 6.064436 -4.594257 5.883250 0.9 2.5 -0.2
C 6.954636 -3.436069 6.036354 0.1 -0.1 0.4
C 6.581851 -5.460961 4.836021 -0.3 0.0 -0.7
H 2.758460 -6.283237 3.539619 0.1 0.3 -0.1
H 1.881795 -5.399721 4.795498 0.0 0.0 -0.1
H 2.986701 -6.728584 5.200175 0.0 0.1 0.2
H 4.730162 -3.327499 3.491026 0.0 0.1 0.1
H 2.964761 -3.392181 3.532746 0.0 -0.1 0.0
H 3.881636 -4.538790 2.541546 -0.2 0.0 0.0
H 3.181916 -6.895539 7.387078 0.0 0.0 0.0
H 4.633109 -6.988261 8.397493 0.0 0.1 0.1
H 4.801998 -7.023038 6.663208 -0.1 0.1 -0.1
H 2.592956 -4.728662 8.625459 0.0 0.1 0.1
H 3.884464 -3.525740 8.767964 -0.1 0.0 -0.1
H 4.058888 -5.076083 9.570377 0.1 -0.2 -0.1
H 6.897652 -2.766990 5.170191 0.2 0.0 0.0
H 7.993544 -3.748127 6.172462 0.0 -0.1 -0.1
H 6.673960 -2.862717 6.927011 -0.1 0.0 0.0
H 6.584340 -4.981477 3.849993 0.0 -0.1 -0.1
H 6.029158 -6.394287 4.766968 -0.2 0.2 0.0
H 7.615725 -5.737681 5.075091 0.0 0.3 0.2
```
Positions in Å, forces in eV/Å.

As for the spin multiplicity: 1. The charge is -1.

=====

Below is 9 unconnected molecules or ions with the total composition C39H87O27P3S3 at a distorted geometry, with properties calculated with wB97M-V/def2-TZVPD.

The geometry in XYZ format:
```
159
Properties=species:S:1:pos:R:3:forces:R:3
C -9.347313 -7.170042 -0.199401 0.6 0.5 -0.4
C -8.133223 -7.433522 -1.135771 -0.9 -0.3 1.9
O -8.540303 -7.856892 -2.400481 -0.5 0.7 -3.7
P -8.361473 -6.880652 -3.727391 0.5 0.1 0.3
O -6.963873 -6.449412 -4.000061 -1.8 -0.5 0.3
O -9.407913 -5.704252 -3.353121 0.9 -0.3 -0.7
C -8.958683 -4.348202 -3.216791 0.7 0.3 0.9
C -9.395703 -3.845092 -1.874291 -1.5 0.8 0.0
O -9.074003 -7.618922 -4.987631 1.0 0.5 2.0
C -10.282643 -8.362872 -4.756071 -0.1 -0.9 -0.1
C -10.120813 -9.725322 -5.492681 -0.5 1.5 0.4
H -10.023483 -6.404082 -0.579131 -0.1 -0.3 -0.5
H -9.902173 -8.079812 0.029849 0.1 0.1 0.0
H -8.982413 -6.691742 0.709549 0.2 -0.4 0.3
H -7.473193 -6.566592 -1.106051 0.2 -0.1 -0.4
H -7.633743 -8.331002 -0.770861 0.5 0.4 0.4
H -7.876293 -4.220232 -3.204161 0.2 -0.8 -0.4
H -9.295363 -3.689472 -4.017301 -0.5 -0.4 -0.1
H -10.479973 -3.755272 -1.807931 -0.3 -0.1 -0.3
H -9.170753 -4.469632 -1.009741 0.8 0.2 -0.2
H -9.062273 -2.808782 -1.819641 0.4 -0.1 0.6
H -10.464963 -8.429032 -3.683471 0.1 -0.4 0.0
H -11.121823 -7.794632 -5.157291 0.1 0.0 -0.3
H -9.400953 -10.396482 -5.024231 0.0 0.2 0.0
H -11.103523 -10.190902 -5.567561 0.1 -0.2 0.0
H -9.799083 -9.422172 -6.489021 0.1 -0.5 -0.1
C 8.538057 7.555498 -8.591651 -0.5 -0.1 0.0
C 7.072707 7.691538 -8.092101 1.5 1.4 0.4
O 6.763787 6.641108 -7.179661 -1.2 -1.2 0.2
P 5.501917 5.611338 -7.265831 -0.3 0.7 -1.3
O 4.361447 6.128138 -8.078691 1.4 -0.7 1.3
O 6.172377 4.291308 -7.932371 -1.5 1.3 1.2
C 7.032777 3.450458 -7.151511 0.9 0.2 -0.5
C 8.351157 3.400288 -7.945011 -0.3 -0.4 0.5
O 5.210427 5.248158 -5.704161 1.0 -0.9 -2.6
C 4.326137 5.996988 -4.905171 0.5 1.6 0.5
C 5.047477 7.308078 -4.511761 -1.1 -0.3 0.6
H 8.570567 7.215538 -9.626761 0.2 -0.3 0.2
H 9.104747 8.484408 -8.527641 -0.4 0.3 -0.2
H 9.095627 6.914398 -7.908851 -0.2 -0.4 -0.2
H 7.089367 8.594938 -7.482451 -0.3 0.1 0.2
H 6.372347 7.921558 -8.895031 -0.3 -0.9 0.1
H 7.145787 3.868908 -6.151401 0.2 -0.1 0.0
H 6.540987 2.482768 -7.052391 0.1 -0.1 -0.1
H 8.124177 3.127618 -8.975661 0.0 0.1 0.0
H 8.869347 4.359178 -7.935421 -0.2 0.1 0.0
H 9.045477 2.657578 -7.552061 -0.1 -0.1 0.1
H 3.367757 6.196098 -5.384721 0.1 -0.2 -0.2
H 4.193497 5.386438 -4.012021 -0.3 0.1 -0.1
H 5.714047 7.047608 -3.689611 0.4 0.4 -0.3
H 5.535127 7.837698 -5.330171 0.1 -0.4 0.0
H 4.308227 8.004418 -4.115871 -0.1 0.0 0.2
C 6.758917 -2.291332 6.623089 0.4 0.7 1.0
C 5.875587 -1.121862 7.097709 0.6 -0.7 -0.5
O 6.471677 0.091418 6.567579 0.4 1.6 0.6
P 7.199717 1.198908 7.549479 -0.8 -0.6 0.2
O 7.862117 0.570768 8.729709 -0.5 0.9 -1.5
O 8.060617 2.135848 6.539009 -1.8 -2.1 -0.1
C 9.071207 2.968518 7.047979 1.0 0.8 0.5
C 9.672877 3.932918 5.954899 -1.0 -0.7 1.1
O 6.028187 2.246988 7.929769 0.5 -0.4 0.1
C 4.863337 1.854678 8.727809 0.7 -0.1 -0.4
C 4.329337 3.107248 9.432889 0.3 -0.3 -0.6
H 7.691977 -2.300602 7.186479 0.0 -0.1 0.2
H 6.257387 -3.249772 6.757089 0.0 0.0 -0.2
H 7.076157 -2.089362 5.600019 -0.5 -0.3 -0.1
H 4.896077 -1.338812 6.671569 -0.1 0.9 -0.4
H 5.697607 -1.026362 8.168829 0.5 -0.2 0.1
H 8.656967 3.477838 7.918079 -0.1 0.8 -0.3
H 9.805147 2.340968 7.553579 0.6 -0.1 -0.6
H 8.977737 4.731478 5.695699 -0.2 0.0 0.3
H 10.559757 4.387808 6.396049 0.1 -0.1 -0.3
H 9.876487 3.447818 5.000269 0.3 -0.4 0.3
H 4.196197 1.422698 7.981869 -0.5 0.2 0.3
H 5.143967 1.041718 9.397469 0.1 0.2 0.3
H 3.691497 2.903758 10.293039 -0.2 -0.2 -0.3
H 5.153847 3.716968 9.802389 0.1 -0.2 -0.1
H 3.805217 3.690838 8.676049 -0.2 0.2 0.3
O -1.768303 0.858478 -0.856781 0.9 -2.3 -0.3
S -1.190563 -0.465082 -0.508711 0.7 3.1 1.8
O -1.771293 -1.710662 -0.916641 0.1 0.0 -0.5
C 0.712657 -0.383602 -0.711471 -1.3 -1.8 0.5
C 1.187497 0.154888 0.629839 -0.2 1.9 0.6
C 0.392697 -0.422432 1.818129 -1.3 -1.6 -1.9
C -1.130873 -0.389112 1.326919 1.1 0.7 1.0
H 0.970587 -0.009462 -1.702221 0.0 0.7 0.5
H 0.983937 -1.439162 -0.728821 -0.1 -0.3 -0.2
H 2.256107 0.171838 0.844049 0.1 -0.7 -0.5
H 0.970247 1.221038 0.694819 -0.2 0.3 -0.4
H 0.626367 0.094188 2.749049 -0.4 0.1 -0.2
H 0.607577 -1.484192 1.938889 0.4 0.0 0.2
H -1.504893 0.582868 1.648559 -0.3 0.1 -0.6
H -1.808013 -1.130312 1.751429 0.4 -0.3 -0.1
O -0.304973 -1.906942 -10.042671 -0.3 0.9 2.4
S -0.627733 -1.326862 -8.717551 -2.1 0.9 -0.9
O -0.135163 -1.854142 -7.466051 0.5 -0.1 -0.6
C -0.421133 0.529068 -8.761001 0.9 0.0 0.7
C -1.766133 1.139138 -9.160221 0.5 -1.0 0.1
C -2.818343 0.338028 -8.334101 0.7 -0.5 -0.5
C -2.510713 -1.169142 -8.542531 0.4 0.3 -1.2
H 0.472077 0.718518 -9.356301 -0.4 0.1 -0.5
H -0.129973 0.869198 -7.767211 -0.1 -0.5 0.3
H -1.912183 2.208218 -9.005871 0.5 0.0 0.3
H -1.761083 0.992518 -10.240301 -1.0 -0.2 -0.1
H -3.810013 0.662138 -8.649771 -0.1 -0.5 0.0
H -2.733273 0.535728 -7.265561 0.2 0.4 0.0
H -2.884183 -1.455172 -9.525791 0.0 -0.1 -0.1
H -2.904683 -1.886492 -7.822601 0.3 0.3 0.2
O 1.495297 -8.042192 1.145899 -2.2 -0.1 -0.5
S 0.143997 -8.331522 0.609369 0.8 -0.5 0.3
O -1.065293 -7.588122 0.969329 1.5 -0.5 0.1
C 0.239017 -8.419252 -1.163381 0.2 -2.0 -0.2
C 0.949557 -9.854022 -1.416031 0.9 1.2 0.8
C 0.279867 -10.853152 -0.498301 -1.1 0.0 0.3
C -0.123893 -10.164922 0.815049 -0.3 1.3 0.1
H 0.626027 -7.495712 -1.593951 0.2 -0.3 0.0
H -0.827393 -8.529732 -1.360031 0.0 0.1 -0.6
H 1.083877 -10.236472 -2.427851 -0.7 0.5 -0.2
H 1.967017 -9.856452 -1.025041 0.3 0.8 -0.1
H 0.859107 -11.760632 -0.327811 0.1 0.2 -0.1
H -0.676203 -11.149882 -0.929561 0.1 -0.3 -0.2
H 0.412827 -10.334232 1.748529 0.0 -0.6 -0.2
H -1.198453 -10.323172 0.906509 0.1 0.3 0.7
C -2.584823 -4.249862 8.875479 0.9 0.0 0.7
O -2.058423 -2.921192 8.684379 -0.5 0.9 -0.4
C -2.812703 -1.864422 8.223489 -2.4 -2.8 0.2
O -3.982463 -1.971622 7.859519 2.0 0.5 0.5
O -2.073523 -0.802422 8.319019 0.3 2.3 0.3
C -2.654873 0.516748 7.962699 0.0 -0.8 -0.2
H -2.007033 -4.618162 9.723179 -0.1 0.2 0.3
H -2.239673 -4.917572 8.086079 -0.7 0.3 -0.5
H -3.630613 -4.333242 9.171249 0.0 0.4 -0.6
H -3.713893 0.617248 8.200359 -0.1 -0.8 -0.4
H -2.428073 0.611298 6.900759 -0.4 0.4 0.1
H -2.229183 1.333988 8.544949 0.8 -0.6 0.0
C 3.073937 7.337098 4.077259 0.8 1.4 -0.8
O 1.870657 7.312828 4.762209 -2.9 0.1 1.0
C 0.943967 8.316878 4.755669 0.0 1.9 0.8
O 1.015147 9.429998 4.227859 0.0 -2.8 0.7
O -0.061163 7.938738 5.620009 1.7 -0.2 -1.2
C -1.161053 8.817788 5.925869 0.6 -0.4 -0.6
H 3.875677 7.191678 4.801259 0.0 -0.2 -0.1
H 3.193277 8.324568 3.631439 0.2 0.0 -0.1
H 3.097107 6.597768 3.276659 -0.1 -0.1 0.2
H -1.809863 8.110868 6.442979 -0.3 0.6 0.0
H -1.592743 9.210438 5.005229 -0.2 -0.1 0.1
H -0.853923 9.663348 6.541329 0.1 -0.2 0.1
C -4.116983 6.513258 1.065929 -0.2 0.9 -0.7
O -4.498753 5.571088 2.034209 0.8 -1.0 1.3
C -5.755743 5.146578 2.121299 0.0 -1.4 -0.4
O -6.619593 5.472428 1.356669 -0.6 -0.2 0.7
O -5.782603 4.169538 3.104929 1.1 1.5 -1.0
C -6.916463 3.476018 3.551069 -1.3 0.5 0.9
H -3.048183 6.487628 0.853519 0.0 -0.6 0.5
H -4.305573 7.505588 1.475569 -0.3 0.1 -0.3
H -4.613433 6.352228 0.109009 -0.3 0.1 0.2
H -7.684453 4.132938 3.959429 -0.2 0.5 -0.5
H -6.633893 2.974778 4.476819 0.5 -0.5 -0.5
H -7.410743 2.813408 2.840619 0.5 0.0 -0.2
```
Positions in Å, forces in eV/Å.

The SMILES is CCOP(=O)(OCC)OCC.CCOP(=O)(OCC)OCC.CCOP(=O)(OCC)OCC.O=S1(=O)CCCC1.O=S1(=O)CCCC1.O=S1(=O)CCCC1.COC(=O)OC.COC(=O)OC.COC(=O)OC. As for the spin multiplicity: 1. The charge is 0. The energy above the lowest of the compared OMol25 structures with the same formula, charge and spin comes out at 85.7 kcal per mole.

=====

no.,total energy (eV)
1,-233619.637
2,-157510.578